Molecular formula: C24H43CeN2P3S2
Method: DFT, wB97M-V/def2-TZVPD

Computed properties:
* charge: +3
* expectation value of S²: 0.751
* spin multiplicity: 2

Geometry as XYZ:
```
75
Properties=species:S:1:pos:R:3:forces:R:3:mulliken_spin:R:1
Ce 0.2362 0.0966 -0.4530 1.60 -0.63 2.25 0.993
P -0.2168 -0.7574 2.2799 0.14 -0.22 1.36 -0.006
P 1.6245 -2.1969 -1.5189 1.18 -1.19 -0.81 0.008
P -2.0405 -1.7578 -0.3364 -0.60 -0.22 -0.30 0.002
H 0.0233 4.5601 1.1724 -0.35 0.39 0.40 0.000
C -0.8131 4.3460 1.8508 0.17 -0.87 -0.20 0.000
C -0.5815 3.6544 2.9759 -0.56 0.44 -0.26 0.000
H 0.4321 3.4835 3.3470 -0.29 -0.06 -0.23 0.000
C 0.7232 0.2491 3.4781 0.15 0.17 0.03 0.000
C 0.4213 -2.4540 2.6014 0.05 -0.02 -0.30 0.002
C -1.8378 -0.7686 3.1320 -0.19 0.14 -0.23 0.000
C 1.7370 -1.9484 -3.3305 -0.41 0.20 0.14 -0.002
C 3.4117 -2.2804 -1.1274 0.10 0.31 0.39 -0.002
C 1.1028 -3.9301 -1.2986 -0.25 -0.01 0.03 -0.001
C -3.6071 -0.8907 0.0602 0.03 0.04 0.03 0.000
C -2.2737 -3.3620 0.4963 0.04 -0.17 -0.04 0.000
C -2.3066 -2.2007 -2.1002 0.07 -0.17 -0.04 -0.001
H -1.8222 4.6201 1.5000 0.60 -0.20 0.32 0.000
H -1.4166 3.3318 3.6123 0.44 0.28 -0.12 0.000
H 0.3874 1.2960 3.4357 0.01 -0.41 0.10 0.000
H 1.7947 0.2311 3.2549 -0.25 -0.04 0.14 0.000
H 0.5496 -0.1672 4.4797 0.10 0.22 -0.18 0.000
H 1.4779 -2.5289 2.3124 -0.24 0.02 0.20 0.000
H -0.1324 -3.2003 2.0151 0.12 0.22 0.31 0.000
H 0.3263 -2.6691 3.6752 0.03 -0.01 -0.30 0.000
H -2.2927 0.2257 3.0173 0.05 -0.26 0.16 0.000
H -1.6666 -0.9721 4.2005 -0.11 0.04 -0.37 0.000
H -2.5255 -1.5135 2.7150 0.23 0.20 0.25 0.000
H 2.3045 -2.7413 -3.8359 -0.15 0.17 0.23 0.000
H 2.2454 -0.9874 -3.4877 -0.12 -0.20 -0.19 0.001
H 0.7193 -1.9030 -3.7341 0.24 0.03 -0.21 0.000
H 3.9342 -2.8909 -1.8781 -0.21 0.12 0.25 0.000
H 3.5597 -2.7040 -0.1250 0.06 0.01 -0.35 0.000
H 3.8376 -1.2654 -1.1232 -0.03 -0.33 -0.05 0.000
H 1.8046 -4.6126 -1.8032 -0.21 0.26 0.19 0.000
H 0.1004 -4.0711 -1.7228 0.27 -0.08 0.12 0.000
H 1.0718 -4.1555 -0.2235 0.03 -0.07 -0.29 0.000
H -4.4039 -1.4210 -0.4694 -0.05 0.11 0.21 0.000
H -3.5995 0.1538 -0.2712 -0.04 -0.21 0.08 0.000
H -3.7981 -0.9164 1.1377 -0.04 0.05 -0.27 0.000
H -3.2047 -3.8083 0.1328 0.10 0.01 0.04 0.000
H -2.3441 -3.2554 1.5817 0.01 -0.02 -0.21 0.000
H -1.4435 -4.0364 0.2597 -0.18 0.08 0.05 0.000
H -3.3851 -2.2836 -2.2775 0.23 -0.12 -0.12 0.000
H -1.8275 -3.1653 -2.2945 -0.19 0.09 -0.07 0.000
H -1.8825 -1.4666 -2.7939 -0.17 -0.18 0.14 0.000
C -2.7801 1.9641 -2.7029 -1.56 0.97 -0.86 -0.001
C -3.0749 1.6888 -4.0542 0.50 0.02 -0.22 0.000
C -4.0065 2.4567 -4.7474 -0.16 -0.03 -0.05 0.000
C -4.7161 3.4721 -4.0952 0.26 -0.34 0.33 0.001
C -4.5394 3.6620 -2.7179 -0.02 -0.05 0.14 0.000
C -3.6076 2.8934 -2.0220 0.65 0.24 0.25 0.000
S -1.5216 1.0958 -1.9082 -0.21 1.01 -0.91 0.000
H -0.2112 1.7475 -1.8904 -1.91 0.58 -0.86 0.002
H -2.5437 0.8893 -4.5687 -0.02 0.25 0.01 0.000
H -4.1895 2.2707 -5.8124 0.13 -0.01 0.52 0.000
H -5.4270 4.0864 -4.6426 0.16 -0.12 0.08 0.000
H -5.1261 4.4276 -2.1854 0.35 -0.55 -0.28 0.000
H -3.4650 3.0455 -0.9509 -0.02 0.07 -0.27 0.000
N 1.7244 2.9765 -1.1089 0.42 -1.07 0.07 0.004
C 2.5553 2.4206 -0.1140 -0.30 -0.33 0.39 -0.003
N 2.3993 1.1557 0.2598 0.26 0.62 -0.10 -0.002
C 3.3539 0.8024 1.2466 0.25 0.27 -0.63 0.002
C 3.5669 -0.4826 1.7488 0.19 0.20 -0.07 0.002
C 4.6582 -0.7208 2.5847 -0.31 -0.01 -0.18 0.000
C 5.5343 0.3196 2.9225 -0.15 0.60 -0.15 0.000
C 5.2911 1.6229 2.4462 0.29 -0.03 0.34 0.000
C 4.2019 1.8557 1.6030 0.04 0.06 0.03 0.000
S 3.7368 3.3536 0.7244 0.17 -1.31 0.29 0.000
H 1.8527 3.9785 -1.1897 -0.19 0.00 -0.30 0.000
H 1.8475 2.4965 -2.0146 0.22 0.75 0.52 0.002
H 2.8908 -1.2765 1.4358 0.24 0.07 0.15 -0.001
H 4.8282 -1.7314 2.9619 0.02 0.35 -0.10 0.000
H 6.4132 0.1123 3.5521 -0.56 0.23 -0.36 0.000
H 5.9505 2.4509 2.7206 -0.14 -0.38 -0.08 0.000
```
Forces are in eV/Å.

Molecular formula: C6H14N2
Method: DFT, wB97M-V/def2-TZVPD

Geometry as XYZ:
```
22
Properties=species:S:1:pos:R:3:forces:R:3:lowdin_charge:R:1
C -2.1587 1.2880 1.4272 -0.30 -1.77 1.33 -0.102
C -1.6041 0.0809 0.6122 2.00 -1.50 1.85 -0.167
C -0.0815 -0.2319 0.1037 -1.06 2.82 -1.22 -0.216
C 0.2892 0.3983 -1.3265 0.14 -1.92 1.09 -0.383
C 0.7913 -0.7740 -2.1878 -4.16 0.44 -1.29 -0.090
C 1.4502 1.3385 -1.2402 1.24 0.30 1.00 -0.109
H -2.0501 1.1656 2.5828 -0.45 0.06 -2.10 0.099
H -3.2316 1.3673 1.0801 1.18 0.25 0.90 0.090
H -1.5995 2.1207 1.1797 0.70 2.20 -0.52 0.022
H -1.8649 -0.7560 1.2628 -0.12 -0.48 -0.51 0.082
H -2.2278 0.0676 -0.2263 -0.54 -0.47 -1.61 0.065
H 1.4191 -1.6013 2.5050 -0.65 0.03 -1.82 0.092
H -0.0156 -0.9208 2.5096 0.17 -0.39 -1.22 0.077
H -0.5556 0.8905 -1.7785 -0.58 0.02 0.01 0.117
H 0.0289 -1.5857 -2.2521 0.89 -0.05 0.96 0.093
H 1.7411 -1.0013 -1.8638 1.93 -1.18 0.39 0.042
H 0.7044 -0.5041 -3.2291 0.93 0.63 -0.55 0.069
H 1.1928 2.2539 -0.6879 0.29 -0.25 0.10 0.075
H 1.8177 1.6630 -2.2228 -0.16 -0.24 0.10 0.080
H 2.2746 0.7505 -0.7195 -0.79 1.15 -0.53 0.095
N 0.8794 -0.8679 0.6377 -1.14 -0.10 1.16 -0.003
N 0.5847 -1.4906 1.8664 0.50 0.47 2.44 -0.028
```
Forces are in eV/Å.

Molecular formula: C5H9N2OS
Method: DFT, wB97M-V/def2-TZVPD

Computed properties:
* charge: +1

Geometry as XYZ:
```
18
Properties=species:S:1:pos:R:3:forces:R:3:lowdin_charge:R:1
C 1.3023 -1.3154 0.6069 -1.47 0.39 -0.02 -0.075
C -1.1345 -0.2021 -0.3703 -0.26 -0.43 -0.81 -0.219
C 0.5695 1.4907 -0.1121 0.45 0.65 -0.70 -0.301
C -1.0580 -1.6559 0.1270 -0.84 0.69 0.05 -0.087
C 1.8905 1.3741 0.6303 -0.01 -0.72 0.03 -0.238
N -0.3906 0.6536 0.4531 0.55 -1.20 1.41 0.061
N 0.3540 -2.0750 0.3074 0.13 -0.30 0.25 0.057
O 2.4909 -0.4703 -1.2164 0.32 -0.02 -1.23 -0.443
S 2.6668 -0.3105 0.2200 0.18 1.17 0.72 0.995
H -0.8473 -0.1447 -1.4342 -0.12 -0.08 0.17 0.136
H -2.1959 0.0727 -0.2619 0.05 -0.09 -0.16 0.152
H 0.2402 2.5266 0.0783 0.08 0.00 -0.10 0.158
H 0.7121 1.3626 -1.1970 0.03 0.06 0.18 0.126
H -1.5537 -1.7556 1.0973 0.12 -0.06 -0.08 0.142
H -1.5381 -2.3250 -0.5910 0.17 -0.03 0.11 0.140
H 2.6072 2.1385 0.3345 0.22 -0.15 -0.05 0.104
H 1.7485 1.3837 1.7075 0.01 0.01 0.16 0.101
H 0.4571 -3.0912 0.2074 0.39 0.11 0.07 0.191
```
Forces are in eV/Å.

Molecular formula: C12H12N2
Method: DFT, wB97M-V/def2-TZVPD

Computed properties:
* charge: +2
* expectation value of S²: 2.267
* spin multiplicity: 3

Geometry as XYZ:
```
26
Properties=species:S:1:pos:R:3:forces:R:3:mulliken_spin:R:1
C -5.2583 -0.4053 0.0180 -1.44 0.63 -0.21 0.047
C 5.2446 0.4765 0.0082 -3.24 -0.68 1.84 0.191
C -4.8640 0.9019 -0.3272 -2.16 2.09 0.01 -0.008
C -4.2621 -1.3835 0.2093 -2.05 0.59 1.20 -0.014
C 4.9850 -0.9222 -0.0565 -0.94 2.51 -1.04 -0.050
C 4.1429 1.4045 0.2627 1.56 -2.88 -1.25 -0.057
C -3.5612 1.2515 -0.2417 0.38 1.70 -1.56 0.020
C -2.9843 -0.9448 0.3192 1.44 -1.56 0.09 0.047
C 3.6550 -1.2495 -0.2514 -0.14 -2.14 -0.83 0.150
C 2.8644 0.9387 0.2157 1.61 0.72 0.70 0.162
C -1.2690 0.6981 0.1976 0.13 -3.07 1.09 -0.008
C 1.2976 -0.6180 -0.3423 -0.15 -4.32 -0.71 1.479
N -2.5762 0.3425 -0.0320 -0.25 -0.96 1.53 0.009
N 2.6012 -0.3904 -0.0554 0.51 2.03 -0.43 -0.049
H -6.3724 -0.5754 0.2284 1.83 -0.13 -0.63 0.001
H 6.1667 0.9125 0.1485 2.27 0.42 -0.25 0.011
H -5.5815 1.8258 -0.5711 1.33 -2.59 0.77 0.000
H -4.6343 -2.3470 0.6065 0.92 0.39 -0.57 0.000
H 5.6949 -1.7081 -0.2556 0.37 0.19 0.21 0.001
H 4.3940 2.4261 0.3934 -0.14 0.76 0.24 -0.001
H -3.2612 2.3089 -0.3761 0.04 -0.88 -0.03 0.000
H -2.2534 -1.6931 0.7059 -0.08 1.27 -0.55 -0.003
H 3.4953 -2.2665 -0.7384 -0.59 1.43 1.16 -0.004
H 2.1056 1.6630 0.4354 -0.91 -0.46 -0.10 -0.002
H -0.9186 1.4773 -0.3753 0.05 2.52 -1.20 0.003
H 1.0749 -1.7274 -0.6531 -0.34 2.41 0.53 0.076
```
Forces are in eV/Å.

Respective energy values: -3344.45250, -346.43129, -778.39231, -573.04408 hartree.